Entry 1:
The following is a DFT calculation (ωB97M-V/def2-TZVPD) of a structure of composition CH2N2O3S at a distorted geometry.

Cartesian coordinates (Å):
C (1.15495, -0.05067, -1.93390)
N (0.25351, 0.58220, -1.70819)
N (-1.11399, -1.39414, 0.49474)
O (0.86494, 0.39476, 0.93551)
O (-0.81402, 1.61435, 2.29767)
O (-1.72239, -0.39143, 0.46063)
S (-0.31564, 1.26885, 1.00608)
H (-0.11237, -1.25934, 0.71408)
H (1.80502, -0.76458, -2.26662)

## Properties
Kohn-Sham gap: 9.013 eV
2S+1: 1
HOMO energy: -10.2 eV
ΔE to the lowest compared entry with this formula, charge and spin: 3.5111 eV
molar mass: 122.11 g/mol
DFT total energy: -772.5778 a.u.

Quick look at the Mulliken charges, all values in e:
1 C 0.088
2 N -0.348
3 N 0.061
4 O -0.512
5 O -0.453
6 O -0.171
7 S 0.742
8 H 0.289
9 H 0.304

=====

Entry 2:
The following is a DFT calculation (ωB97M-V/def2-TZVPD) of a cluster of 2 separate species, CH2N2O3S in total at a distorted geometry.

Cartesian coordinates (Å):
C (-0.66224, 1.38106, -0.79951)
N (0.44995, -0.36036, -0.42382)
N (1.09225, -0.28399, 0.78595)
O (1.64343, 0.78382, 0.97484)
O (-1.77786, 1.09114, -0.82834)
O (1.08371, -1.29057, 1.44890)
S (-0.52290, -1.75562, -0.66445)
H (0.23931, 1.85804, -0.55506)
H (-1.54566, -1.42352, 0.06150)

## Properties
Kohn-Sham gap: 8.177 eV
2S+1: 1
HOMO energy: -9.4 eV
ΔE to the lowest compared entry with this formula, charge and spin: 5.5743 eV
molar mass: 122.11 g/mol
DFT total energy: -772.5020 a.u.

Quick look at the Mulliken charges, all values in e:
1 C 0.361
2 N -0.571
3 N 1.220
4 O -0.669
5 O -0.217
6 O -0.590
7 S -0.072
8 H 0.429
9 H 0.110

=====

Entry 3:
The following is a DFT calculation (ωB97M-V/def2-TZVPD) of an isolated molecule of CH2N2O3S at a distorted geometry.

Cartesian coordinates (Å):
C (1.08875, -0.63994, -0.04082)
N (-0.24109, 1.20281, -0.13653)
N (1.06320, 0.61125, 0.02250)
O (-0.07081, -1.23147, -0.03671)
O (-2.06388, 0.00938, 1.10265)
O (-2.07439, -0.07671, -1.33435)
S (-1.28921, 0.03487, -0.12877)
H (1.93004, -1.31183, 0.27895)
H (1.65740, 1.40162, 0.27309)

## Properties
Kohn-Sham gap: 9.495 eV
2S+1: 1
HOMO energy: -9.4 eV
ΔE to the lowest compared entry with this formula, charge and spin: 2.4605 eV
molar mass: 122.11 g/mol
DFT total energy: -772.6164 a.u.

Quick look at the Mulliken charges, all values in e:
1 C 0.122
2 N -0.477
3 N 0.113
4 O -0.303
5 O -0.543
6 O -0.527
7 S 1.005
8 H 0.349
9 H 0.261

=====

Entry 4:
The following is a DFT calculation (ωB97M-V/def2-TZVPD) of a cluster of 2 separate species, CH2N2O3S in total at a distorted geometry.

Cartesian coordinates (Å):
C (-0.07361, 2.57574, -0.44826)
N (0.80985, 2.19488, 0.24651)
N (0.16405, -0.83493, 0.31856)
O (-0.84191, 3.26221, -0.94986)
O (-1.13161, -1.18406, 0.56659)
O (0.22154, -3.13922, -0.44662)
S (1.01531, -1.89012, -0.35582)
H (-1.14507, -2.22790, 0.62744)
H (0.98146, 1.24340, 0.44146)

## Properties
Kohn-Sham gap: 9.685 eV
2S+1: 1
HOMO energy: -10.9 eV
ΔE to the lowest compared entry with this formula, charge and spin: 1.9464 eV
molar mass: 122.11 g/mol
DFT total energy: -772.6353 a.u.

Quick look at the Mulliken charges, all values in e:
1 C 0.485
2 N -0.457
3 N -0.076
4 O -0.377
5 O -0.354
6 O -0.567
7 S 0.530
8 H 0.397
9 H 0.419

=====

Entry 5:
The following is a DFT calculation (ωB97M-V/def2-TZVPD) of an isolated molecule of CH2N2O3Si at a distorted geometry.

Cartesian coordinates (Å):
N (3.18062, 0.16173, 0.86846)
C (2.13094, -0.22387, 0.57353)
Si (0.33356, -0.50696, 0.15008)
O (-0.11765, 1.08798, -0.00087)
N (0.73394, -0.99430, -1.64828)
O (0.45264, -0.33938, -2.63276)
O (1.04023, -2.15957, -1.73842)
H (-0.50522, -1.52362, 0.56769)
H (-0.44975, 1.13183, -0.91998)

## Properties
Kohn-Sham gap: 10.935 eV
2S+1: 1
SMILES: N#C[Si@@H](O)[N+](=O)[O-]
HOMO energy: -11.3 eV
ΔE to the lowest compared entry with this formula, charge and spin: 0.7790 eV
molar mass: 118.12 g/mol
DFT total energy: -663.9699 a.u.

Quick look at the Mulliken charges, all values in e:
1 N -0.340
2 C 0.264
3 Si 0.491
4 O -0.418
5 N 0.786
6 O -0.563
7 O -0.541
8 H -0.044
9 H 0.365

=====

Entry 6:
The following is a DFT calculation (ωB97M-V/def2-TZVPD) of a structure of composition CH2N2O4 at a distorted geometry.

Cartesian coordinates (Å):
C (-1.25547, -0.60150, 0.21318)
N (1.12821, -0.65404, -0.40531)
N (-0.93837, 0.63578, 0.15886)
O (-1.84933, -1.59656, 0.24003)
O (-1.46509, 0.66708, -1.05513)
O (-0.31123, 1.41425, 0.82249)
O (1.71053, 0.44493, 0.19573)
H (1.03053, -1.37085, 0.37509)
H (1.95023, 1.06091, -0.54494)

## Properties
Kohn-Sham gap (spin up / spin down): 8.622 / 8.283 eV
2S+1: 1
HOMO energy (spin up / spin down): -9.2 / -9.7 eV
ΔE to the lowest compared entry with this formula, charge and spin: 6.3145 eV
molar mass: 106.04 g/mol
DFT total energy: -449.4566 a.u.

Quick look at the Mulliken charges, all values in e:
1 C 0.611
2 N -0.363
3 N 0.748
4 O -0.332
5 O -0.510
6 O -0.516
7 O -0.290
8 H 0.267
9 H 0.384

=====

Entry 7:
The following is a DFT calculation (ωB97M-V/def2-TZVPD) of an isolated molecule of CH2N2O4 at a distorted geometry.

Cartesian coordinates (Å):
O (-1.61642, 2.00795, -1.25434)
N (-0.76184, 1.24568, -1.11370)
O (-0.35584, 1.07834, 0.20250)
C (0.70454, 0.07156, 0.32706)
N (0.06813, -1.29414, 0.35163)
O (-0.90014, -1.45675, -0.33668)
O (0.56672, -2.07217, 1.12239)
H (1.13911, 0.14651, -0.56188)
H (1.15574, 0.27303, 1.26301)

## Properties
Kohn-Sham gap: 10.601 eV
2S+1: 1
SMILES: O=NOC[N+](=O)[O-]
HOMO energy: -10.8 eV
ΔE to the lowest compared entry with this formula, charge and spin: 3.3945 eV
molar mass: 106.04 g/mol
DFT total energy: -449.5639 a.u.

Quick look at the Mulliken charges, all values in e:
1 O -0.323
2 N 0.221
3 O -0.191
4 C -0.301
5 N 0.955
6 O -0.517
7 O -0.555
8 H 0.376
9 H 0.336

=====

Entry 8:
The following is a DFT calculation (ωB97M-V/def2-TZVPD) of an isolated molecule of CH2N2O4 at a distorted geometry.

Cartesian coordinates (Å):
N (-0.89170, 0.57916, -0.70348)
C (-0.82907, 0.46042, 0.60812)
O (-1.52141, 0.78764, 1.50210)
O (0.47279, -0.10565, 0.95326)
N (1.37481, -0.78655, 0.22924)
O (1.29642, -0.77626, -0.98447)
O (2.21595, -1.31820, 0.91549)
H (-0.31535, 0.31196, -1.53528)
H (-1.80244, 0.84748, -0.98498)

## Properties
Kohn-Sham gap: 11.594 eV
2S+1: 1
SMILES: NC(=O)O[N+](=O)[O-]
HOMO energy: -11.6 eV
ΔE to the lowest compared entry with this formula, charge and spin: 1.1377 eV
molar mass: 106.04 g/mol
DFT total energy: -449.6468 a.u.

Quick look at the Mulliken charges, all values in e:
1 N -0.324
2 C 0.574
3 O -0.456
4 O -0.301
5 N 1.163
6 O -0.623
7 O -0.539
8 H 0.289
9 H 0.218

=====

Entry 9:
The following is a DFT calculation (ωB97M-V/def2-TZVPD) of a cluster of 2 separate species, CH2N2OS in total at a distorted geometry.

Cartesian coordinates (Å):
C (0.84285, 0.08355, -1.42141)
N (1.24780, -0.73893, -2.10569)
N (0.03829, -0.93064, 1.46436)
O (-1.20738, 1.56280, -0.54728)
S (0.23903, 1.43600, -0.34777)
H (-0.37386, -0.50515, 2.19678)
H (-0.78673, -0.90763, 0.76101)

## Properties
Kohn-Sham gap (spin up / spin down): 9.092 / 9.318 eV
2S+1: 1
HOMO energy (spin up / spin down): -10.3 / -11.7 eV
ΔE to the lowest compared entry with this formula, charge and spin: 2.5515 eV
molar mass: 90.11 g/mol
DFT total energy: -622.0839 a.u.

Quick look at the Mulliken charges, all values in e:
1 C 0.257
2 N -0.292
3 N -0.481
4 O -0.347
5 S 0.361
6 H 0.241
7 H 0.261

=====

Entry 10:
The following is a DFT calculation (ωB97M-V/def2-TZVPD) of an isolated molecule of CH2N2OS at a distorted geometry.

Cartesian coordinates (Å):
N (-2.54654, -0.57995, 0.04314)
C (-1.39296, -0.18089, -0.00012)
S (0.26753, 0.39867, -0.10629)
N (1.02381, -0.77436, 0.46209)
O (0.27324, 1.76320, 0.28385)
H (0.39361, 0.25231, -1.55904)
H (1.98131, -0.87896, 0.87637)

## Properties
Kohn-Sham gap: 10.764 eV
2S+1: 1
SMILES: N#C[S@H](=N)=O
HOMO energy: -10.9 eV
ΔE to the lowest compared entry with this formula, charge and spin: 2.1404 eV
molar mass: 90.11 g/mol
DFT total energy: -622.0990 a.u.

Quick look at the Mulliken charges, all values in e:
1 N -0.344
2 C 0.348
3 S 0.589
4 N -0.541
5 O -0.505
6 H 0.186
7 H 0.266

=====

Entry 11:
The following is a DFT calculation (ωB97M-V/def2-TZVPD) of a cluster of 2 separate species, CH2N2OS in total at a distorted geometry.

Cartesian coordinates (Å):
C (1.85316, -0.97285, -0.00667)
N (3.87814, 0.07175, 0.14607)
N (1.35053, -0.47168, 0.97714)
O (-0.10491, -2.66868, -0.08628)
S (0.99153, -2.27983, -0.95552)
H (1.81593, 0.19859, 1.57307)
H (0.46951, -1.20571, -1.72989)

## Properties
Kohn-Sham gap (spin up / spin down): 8.012 / 8.054 eV
2S+1: 1
HOMO energy (spin up / spin down): -9.2 / -9.2 eV
ΔE to the lowest compared entry with this formula, charge and spin: 7.4295 eV
molar mass: 90.11 g/mol
DFT total energy: -621.9046 a.u.

Quick look at the Mulliken charges, all values in e:
1 C 0.186
2 N -0.190
3 N -0.296
4 O -0.474
5 S 0.333
6 H 0.270
7 H 0.172

=====

Entry 12:
The following is a DFT calculation (ωB97M-V/def2-TZVPD) of a cluster of 2 separate species, CH2N2OS2 in total.

Cartesian coordinates (Å):
C (0.85854, 0.09248, -0.02328)
N (-2.51905, 0.57262, -0.26047)
N (0.08013, 1.07612, -0.07636)
O (-2.89726, -0.18416, 0.50243)
S (2.59130, 0.25490, 0.20206)
S (0.17761, -1.57783, 0.01278)
H (0.46178, 1.98899, 0.12823)
H (1.24695, -2.22311, -0.48539)

## Properties
Kohn-Sham gap (spin up / spin down): 10.600 / 5.022 eV
2S+1: 1
HOMO energy (spin up / spin down): -10.0 / -7.9 eV
ΔE to the lowest compared entry with this formula, charge and spin: 2.8585 eV
molar mass: 122.17 g/mol
DFT total energy: -1020.2873 a.u.

Quick look at the Mulliken charges, all values in e:
1 C 0.480
2 N 0.157
3 N -0.527
4 O -0.184
5 S -0.098
6 S -0.186
7 H 0.216
8 H 0.142